No. 1
C20H26AsMoN5O3 as an isolated structure, computed with ωB97M-V with the def2-TZVPD basis set.

XYZ file:
```
56
Properties=species:S:1:pos:R:3
Mo -0.99479 -0.29634 -0.72205
N 6.28331 -0.17269 6.61589
C 5.46612 -0.19420 5.80840
C 4.44380 -0.22112 4.79787
C 4.15419 0.92916 4.06811
C 3.16933 0.90071 3.09532
C 2.46764 -0.27342 2.83967
C 2.76307 -1.42207 3.56644
C 3.74343 -1.39747 4.54491
C 1.42736 -0.30151 1.77850
C 0.11133 -0.22120 2.19763
C -0.35621 -0.07450 3.54444
C -1.72266 -0.04318 3.55087
C -2.06413 -0.18211 2.16390
N -1.02399 -0.28869 1.37666
C 1.88057 -0.37905 0.41942
C 3.23102 -0.53250 0.04798
C 3.26337 -0.56168 -1.34205
C 1.93566 -0.41752 -1.76325
N 1.10920 -0.29997 -0.71560
H 4.69618 1.84676 4.25545
H 2.94861 1.79695 2.52952
H 2.22541 -2.34073 3.36913
H 3.96204 -2.29576 5.10704
H 0.27711 0.01111 4.41583
H -2.40654 0.06306 4.37410
H -3.08966 -0.19762 1.81674
H 4.07895 -0.62166 0.70927
H 4.13162 -0.67541 -1.97127
H 1.56633 -0.39660 -2.77800
C -1.81071 1.68998 -4.80192
As -2.37083 0.16350 -3.74779
C -2.76014 -1.42981 -4.78214
C -3.82359 0.70116 -2.50756
O -0.99588 -0.27467 -2.81998
H -2.63684 2.02725 -5.42969
H -0.96720 1.40691 -5.43178
H -1.51323 2.49209 -4.12753
H -3.62561 -1.25260 -5.42372
H -2.97186 -2.25138 -4.10655
H -1.89386 -1.67262 -5.39733
H -4.70852 1.00062 -3.10204
H -3.47811 1.55212 -1.92701
H -4.06007 -0.20230 -1.73928
N 0.36948 2.34034 -0.60154
N -1.00250 1.95758 -0.73322
H 0.51578 3.32042 -0.82731
H 0.95663 1.79849 -1.22227
H -1.40781 2.29009 -1.60593
H -1.53123 2.29373 0.06585
C -3.39858 -1.52786 -1.34669
O -3.03959 -0.30388 -0.72421
H -4.47731 -1.75032 -1.46295
H -3.03697 -2.42687 -0.84173
H -3.03131 -1.69289 -2.35413
O -0.97783 -1.98984 -0.70246
```

2S+1: 1
Net charge: 0
HOMO level (spin up / spin down) (eV): -5.83 / -5.86
Energy above the lowest of the compared OMol25 structures with the same formula, charge and spin (kcal per mole): 108.71

***

No. 2
A 2-piece molecular cluster, C5H13N3 overall, computed with ωB97M-V with the def2-TZVPD basis set.

XYZ file:
```
21
Properties=species:S:1:pos:R:3
H -1.63550 2.47924 -0.50163
N -1.50400 1.60168 -0.00371
C -2.26387 0.66439 -0.35585
C -2.46380 -0.64368 0.48884
N -1.50733 -0.98267 1.51261
H -3.08332 0.78729 -1.07720
H -3.45782 -0.56164 0.94503
H -2.51698 -1.46571 -0.23536
H -1.41724 -0.21681 2.17165
H -0.59756 -1.15140 1.09107
C 3.15693 -0.11236 0.59993
C 1.88146 0.26367 0.68302
N 0.90289 0.13216 -0.29432
C 1.25580 -0.38899 -1.59615
H 3.58351 -0.56254 -0.27862
H 3.82236 0.03715 1.43120
H 1.51756 0.77554 1.56474
H 0.29468 0.94605 -0.34857
H 1.99265 0.24439 -2.10510
H 0.35802 -0.45905 -2.20829
H 1.68155 -1.38672 -1.48329
```

2S+1: 1
Net charge: 0
HOMO level (eV): -7.99
Energy above the lowest of the compared OMol25 structures with the same formula, charge and spin (kcal per mole): 39.94

***

No. 3
C6H10Br2O as an isolated structure, computed with ωB97M-V with the def2-TZVPD basis set.

XYZ file:
```
19
Properties=species:S:1:pos:R:3
C 0.71703 -0.31534 0.18005
C -0.08230 0.69647 -0.30006
C -2.03187 -0.61610 -1.53984
C 0.38582 1.27610 -1.60895
C -0.94772 1.61783 0.55258
C 1.50604 -1.76287 1.91720
O 0.57674 -0.88260 1.41855
Br -1.67975 -2.10821 -2.63739
Br -3.06394 -1.03113 -0.12284
H 1.65763 -0.64694 -0.24789
H -0.53831 1.86317 -2.10697
H 0.92012 0.56761 -2.32179
H 1.02298 2.12120 -1.45890
H -1.85467 1.91426 -0.09834
H -0.28472 2.55919 0.75169
H -1.42219 1.20811 1.43350
H 1.10086 -2.09722 2.85644
H 2.55241 -1.60310 1.92693
H 1.46584 -2.76042 1.40605
```

2S+1: 1
Net charge: 0
HOMO level (eV): -7.93
Energy above the lowest of the compared OMol25 structures with the same formula, charge and spin (kcal per mole): 96.31

***

No. 4
C3H7BFInNO6 as an isolated structure, computed with ωB97M-V with the def2-TZVPD basis set.

XYZ file:
```
20
Properties=species:S:1:pos:R:3
In -5.89538 28.39523 17.26618
N -2.12149 29.55905 16.00724
O -1.40663 28.65356 16.39040
O -1.76659 30.38245 15.18395
O -3.33704 29.57087 16.29128
B -3.60072 26.16107 16.06944
H -3.73965 26.29735 17.13074
H -3.52255 25.08797 15.98821
H -4.51708 26.45818 15.58338
H -2.72679 26.64061 15.65649
C -4.02063 34.20049 16.35759
C -3.17232 33.33440 17.23595
O -4.07496 32.46611 17.73298
C -5.01247 32.23361 16.77692
O -5.82755 31.34962 16.76977
O -4.89513 33.20840 15.93288
F -2.59984 34.11599 18.15584
H -3.37263 34.58568 15.57031
H -4.54505 35.02627 16.83841
H -2.37347 32.79007 16.73232
```

2S+1: 2
Net charge: 0
HOMO level (spin up / spin down) (eV): -9.36 / -8.75

***

No. 5
C39H30Cl4N2O6SbTc as an isolated structure, computed with ωB97M-V with the def2-TZVPD basis set.

XYZ file:
```
83
Properties=species:S:1:pos:R:3
Tc -0.27119 -2.73859 -0.54934
O -3.96031 -1.11867 0.64178
C -2.86549 -1.77403 0.39506
O -1.88048 -1.25764 -0.12318
C -2.83124 -3.19688 0.80286
C -3.82875 -3.90954 1.42401
C -3.59440 -5.25268 1.71314
C -2.38837 -5.82740 1.34877
C -1.43756 -5.04201 0.72548
N -1.65881 -3.75383 0.48154
C -0.08594 -5.50408 0.21301
O 0.33096 -6.59168 0.48508
O 0.52051 -4.58607 -0.53200
H -3.87575 -0.20402 0.31763
H -4.76125 -3.41875 1.67311
H -4.35778 -5.84793 2.19797
H -2.16640 -6.87209 1.52794
Cl -1.10400 -1.83812 -7.21858
C -0.47959 -1.83068 -5.63465
C 0.78171 -1.17109 -5.37413
Cl 1.61694 -0.43576 -6.66372
C 1.30215 -1.12172 -4.10979
Cl 2.75986 -0.30455 -3.74911
C 0.59724 -1.73428 -3.04949
O 0.97440 -1.69152 -1.82693
C -0.66019 -2.40858 -3.31738
O -1.26559 -2.92165 -2.30881
C -1.17778 -2.43924 -4.62675
Cl -2.67212 -3.23547 -4.89242
C 2.91978 -1.93769 3.04965
C 3.31015 -2.31206 1.77422
C 2.34470 -2.53355 0.81444
N 1.03334 -2.40108 1.07517
C 0.66195 -2.05255 2.31718
C 1.56714 -1.80902 3.32438
H 3.65712 -1.75223 3.82119
H 4.35238 -2.43803 1.51414
H 2.61025 -2.83018 -0.19077
H -0.40431 -1.97881 2.49865
H 1.21256 -1.52459 4.30615
C -1.96956 0.78499 2.66811
C -0.77368 1.60327 3.09508
C -0.75859 2.18538 4.36224
C 0.32132 2.94499 4.79318
C 1.41585 3.11729 3.95984
C 1.41286 2.54576 2.69041
C 0.31549 1.80660 2.23632
Sb 0.32781 1.06793 0.19977
C -1.13629 2.43702 -0.59835
C -1.79290 3.35211 0.22711
C -2.72370 4.24283 -0.29860
C -3.00320 4.22034 -1.65802
C -2.34973 3.31510 -2.48428
C -1.41624 2.41543 -1.97185
C -0.70450 1.44911 -2.88979
C 2.21049 1.92328 -0.38157
C 3.21937 0.97270 -0.53755
C 4.50930 1.34017 -0.90033
C 4.79390 2.67825 -1.12004
C 3.79852 3.63307 -0.96016
C 2.49667 3.28684 -0.58864
C 1.47485 4.38603 -0.43219
H -2.64018 0.60167 3.50838
H -1.64821 -0.18123 2.26685
H -2.53835 1.30511 1.88899
H -1.61011 2.04029 5.02007
H 0.30663 3.39536 5.77951
H 2.26999 3.69952 4.28941
H 2.27298 2.68838 2.04650
H -1.56205 3.39566 1.28686
H -3.22258 4.95243 0.35280
H -3.72891 4.90841 -2.07752
H -2.57028 3.30303 -3.54797
H -1.13459 1.45255 -3.89172
H -0.77293 0.43195 -2.49054
H 0.35825 1.70093 -2.97848
H 2.99015 -0.07760 -0.39271
H 5.27810 0.58371 -1.02030
H 5.79039 2.98367 -1.41710
H 4.03162 4.68071 -1.11982
H 1.97209 5.34888 -0.30352
H 0.82999 4.21873 0.43009
H 0.83410 4.45767 -1.31597
```

2S+1: 2
Net charge: +1
HOMO level (spin up / spin down) (eV): -10.43 / -10.45

***

No. 6
A 3-piece molecular cluster, C2H8N overall, computed with ωB97M-V with the def2-TZVPD basis set.

XYZ file:
```
11
Properties=species:S:1:pos:R:3
C -1.30703 -0.03367 0.10463
C 0.01725 0.61943 0.01451
N 1.26336 -0.13934 0.16174
H -1.66740 -0.58328 0.97700
H -2.16911 0.22407 -0.52165
H -0.37166 -1.59870 -0.68426
H 0.01452 1.50341 0.67851
H 0.17811 1.08971 -0.93898
H 0.57926 -1.31511 -0.45228
H 1.62282 -0.18148 1.13066
H 1.83989 0.41496 -0.46987
```

2S+1: 1
Net charge: +1
HOMO level (eV): -16.00
Energy above the lowest of the compared OMol25 structures with the same formula, charge and spin (kcal per mole): 109.95

***

| no. | DFT total energy (eV) |
| --- | --- |
| 1 | -97444.7569 |
| 2 | -9864.6344 |
| 3 | -148511.2286 |
| 4 | -25557.0141 |
| 5 | -115016.6406 |
| 6 | -3682.3971 |